17
Properties=species:S:1:pos:R:3:mulliken_charge:R:1 method="wB97M-V/def2-TZVPD" max_force_ha_per_bohr=0.00450 e_above_lowest_ev=1.3226 total_charge=0 homo_ha=-0.3407
C -1.985 0.444 -0.201 -1.39
C -0.527 0.886 -0.218 0.22
C 0.284 0.634 1.091 -0.80
C 1.236 -0.258 0.302 0.70
O 2.608 -0.273 0.503 -0.54
C 0.548 -1.355 -0.443 -0.97
C 0.509 0.049 -0.986 -0.38
H -2.556 1.069 0.495 0.37
H -2.094 -0.592 0.137 0.28
H -2.454 0.524 -1.188 0.33
H -0.472 1.937 -0.524 0.38
H -0.258 0.200 1.942 0.29
H 0.802 1.541 1.416 0.28
H 2.849 -1.149 0.829 0.35
H 1.227 -2.018 -0.975 0.35
H -0.351 -1.842 -0.066 0.14
H 0.974 0.315 -1.929 0.38